This record from OMol25 describes a molecular structure, C30H52BN9OPZr in a non-equilibrium geometry. The level of theory is ωB97M-V/def2-TZVPD.

For the molar mass, the calculation gives 687.82 g/mol. As for the LUMO energy: -9.57 eV. Its frontier orbital gap is 8.0 eV. As for the calculated total energy: -58641.40891 eV.

Geometry as ORCA input:
```
! wB97M-V def2-TZVPD RIJCOSX def2/J DEFGRID3
* xyz 3 1
Zr 1.285 0.150 -0.528
P -1.610 -0.644 0.699
O -0.618 0.271 -0.151
N 4.260 -0.048 -0.449
N 1.963 1.967 0.323
N -2.896 0.117 1.240
N -0.631 -1.189 1.902
N 3.312 1.329 -2.318
N 3.142 -0.837 -0.318
N 3.282 2.251 0.009
N -2.029 -1.857 -0.295
N 2.029 0.810 -2.391
C 0.089 0.632 -5.644
C -3.004 0.886 2.507
C 2.582 1.616 -4.398
C 2.492 3.959 1.185
C -0.849 1.457 -3.458
C 4.933 -2.161 -0.233
C -2.139 -1.687 -1.776
C 5.331 -0.833 -0.393
C 1.480 3.035 1.041
C 3.641 1.800 -3.510
C -0.665 4.244 0.727
C 1.226 -2.735 -0.797
C 0.462 -0.364 2.491
C 2.540 -3.224 -0.185
C 2.321 -3.764 1.233
C -2.748 -3.008 -2.222
C -3.731 -3.326 -1.094
C 0.046 3.463 3.029
C -2.972 -2.927 0.170
C 0.219 0.574 -4.122
C 1.591 0.988 -3.681
C -1.183 -2.113 2.952
C 0.777 -1.041 3.822
C -5.014 1.211 1.263
C 3.593 3.433 0.520
C 0.069 3.158 1.529
C -4.111 0.330 0.386
C -4.513 0.979 2.691
C -0.581 -1.595 4.253
C 3.556 -2.129 -0.215
B 4.121 1.404 -0.982
H -0.440 2.214 1.344
H 0.155 0.668 2.655
H 4.582 3.847 0.381
H 3.259 -4.100 1.673
H 1.636 -4.613 1.217
H -1.847 1.101 -3.718
H -2.797 -0.855 -2.041
H -6.062 0.949 1.138
H -0.857 -3.131 2.740
H 5.187 1.902 -1.162
H 0.615 2.734 3.612
H -3.227 -2.924 -3.195
H 0.852 0.032 -6.141
H -1.979 -3.783 -2.286
H 4.609 2.256 -3.672
H -0.490 -2.382 4.999
H -2.398 -3.763 0.570
H 0.076 -0.468 -3.816
H -1.675 4.377 1.119
H -2.568 1.882 2.388
H -1.161 -1.502 -2.219
H -4.024 -4.374 -1.069
H 1.378 -0.349 1.862
H -0.981 3.477 3.395
H -3.852 0.820 -0.552
H 1.494 -1.852 3.690
H 0.734 -2.017 -0.113
H 0.474 4.447 3.228
H -0.738 3.985 -0.330
H 1.900 -2.987 1.876
H -2.273 -2.097 2.952
H -0.149 5.202 0.808
H -0.886 0.252 -5.947
H -4.570 -0.633 0.163
H 2.556 1.893 -5.438
H -3.634 -2.561 0.957
H 0.167 1.662 -5.998
H 5.572 -3.029 -0.175
H -4.638 -2.728 -1.206
H 1.197 -0.333 4.532
H 0.509 -3.549 -0.875
H -4.793 1.779 3.374
H 6.323 -0.414 -0.492
H -4.898 2.259 0.988
H 1.375 -2.324 -1.804
H -2.494 0.368 3.317
H 2.440 4.907 1.696
H -0.757 2.482 -3.820
H -4.897 0.037 3.087
H -0.775 1.485 -2.369
H 2.920 -4.034 -0.808
H -1.198 -0.801 4.678
*
```

Atomic partial charges in e from the Löwdin method, atoms 1 to 5:
1. Zr 1.867
2. P 0.615
3. O -0.460
4. N -0.002
5. N -0.061